Molecular formula: C5H26NO7
Method: DFT, ωB97M-V with the def2-TZVPD basis set

CARTESIAN COORDINATES (ANGSTROEM)
C (-1.0433, 1.6815, 1.8002)
C (-0.1710, 0.4167, 1.7575)
C (-0.5253, -0.3843, 0.4928)
C (0.3504, -1.5423, 0.0171)
C (0.6763, -2.5051, 1.0825)
O (1.8452, -2.0209, 1.7984)
N (1.2738, 0.7728, 1.8592)
H (-0.9404, 2.1987, 2.8240)
H (-2.1120, 1.2904, 1.7443)
H (-0.8329, 2.4882, 1.1099)
H (-0.3845, -0.1482, 2.7012)
H (-0.6103, 0.3471, -0.3430)
H (-1.5566, -0.7658, 0.6738)
H (1.2386, -1.0175, -0.4268)
H (-0.1053, -2.0177, -0.8823)
H (-0.1037, -2.7435, 1.8459)
H (0.7536, -3.5182, 0.5686)
H (2.6109, -2.1582, 1.2521)
H (1.8495, -0.0604, 1.8186)
H (1.4148, 1.3251, 2.7834)
H (1.5013, 1.4856, 1.1639)
H (-1.1589, -1.3281, -3.2291)
H (-2.0244, -1.6693, -1.9223)
O (-1.6278, -0.9399, -2.4544)
H (-2.6801, 1.6227, -3.6412)
H (-2.1667, 0.6094, -2.4444)
O (-2.3996, 1.5382, -2.7613)
H (-0.6506, 3.5558, -1.7356)
H (-1.0827, 2.2216, -1.2841)
O (-0.3413, 2.8926, -1.1424)
H (4.8679, -0.8277, 0.4749)
H (4.6143, -0.6491, -0.9207)
O (4.1999, -0.9188, -0.1361)
H (-4.1437, -2.3429, -0.6708)
H (-3.3731, -3.4240, -1.3502)
O (-3.5343, -2.4567, -1.4458)
H (1.5983, 2.7749, -0.8526)
H (2.6592, 3.5209, -0.0788)
O (2.1144, 2.6962, -0.0464)

Force components x, y, z for each atom (eV/Å):
C -0.93 -0.12 2.51
C -0.80 -0.23 0.59
C -1.01 0.40 -0.55
C -0.43 1.91 -1.47
C 0.55 -2.16 0.23
O -1.08 -0.51 0.44
N -0.54 2.17 2.12
H -0.24 -0.91 -1.21
H 1.28 0.92 -0.10
H 0.05 -0.38 -0.69
H 0.17 0.15 -0.94
H 0.01 -0.49 0.51
H 0.55 0.33 -0.08
H -0.11 -1.02 0.56
H 0.05 0.32 0.88
H 0.40 0.88 -0.51
H 0.92 0.94 0.90
H 0.63 -0.19 -0.58
H 0.43 -0.55 0.01
H -0.11 -1.51 -1.71
H 0.56 0.13 -0.84
H -0.64 0.42 0.91
H -0.10 0.59 -0.69
O 0.89 -1.06 -0.36
H -0.48 -0.50 -1.68
H -0.65 1.07 -1.66
O 1.02 -0.24 3.26
H -0.20 1.09 -0.81
H 1.31 1.07 -0.01
O -1.27 -1.97 0.34
H 2.31 0.21 2.47
H 0.59 0.52 -2.02
O -2.99 -0.77 -0.31
H 0.66 0.39 -1.04
H -0.01 0.76 -0.49
O -0.80 -1.51 1.75
H -0.78 -0.23 -0.18
H -0.49 -1.09 0.38
O 1.30 1.19 0.08

For the HOMO energy, the calculation gives -13.393 eV. Its charge is +1. For the energy relative to the best compared isomer or geometry (same formula, charge and spin), the calculation gives 29.9 kcal/mol. The orbital gap comes out at 11.0003 eV.

Partial charges, natural (NBO), in e: -0.646 -0.054 -0.412 -0.453 -0.093 -0.754 -0.714 0.216 0.241 0.260 0.215 0.222 0.221 0.224 0.236 0.197 0.191 0.495 0.465 0.431 0.469 0.495 0.511 -0.986 0.486 0.511 -1.028 0.487 0.507 -0.989 0.469 0.479 -0.945 0.492 0.482 -0.947 0.514 0.494 -0.986

Molecular formula: C5H26NO8
Method: DFT, ωB97M-V with the def2-TZVPD basis set

CARTESIAN COORDINATES (ANGSTROEM)
C (-0.9159, -2.9292, -0.6309)
C (-0.3139, -1.7210, 0.1227)
C (1.2269, -1.5620, -0.1106)
C (1.6869, -0.2075, 0.2760)
C (2.3633, -0.2261, 1.6496)
O (2.3203, 0.7544, 2.3958)
N (-1.0915, -0.4535, -0.0733)
H (-1.9280, -2.7851, -1.1339)
H (-1.1917, -3.7340, 0.1626)
H (-0.2717, -3.2968, -1.4114)
H (-0.3153, -1.9418, 1.2520)
H (1.3672, -1.6106, -1.1838)
H (1.9521, -2.2705, 0.2842)
H (0.8909, 0.6549, 0.1091)
H (2.4787, 0.0898, -0.4095)
H (2.8846, -1.0634, 2.0581)
H (-1.2439, -0.0739, -1.0741)
H (-0.5930, 0.3030, 0.4434)
H (-2.0149, -0.5315, 0.3483)
H (-3.9527, 1.4207, 1.5272)
H (-2.5262, 1.8457, 1.0554)
O (-3.1181, 1.1338, 1.1434)
H (-1.6715, -0.2313, -2.9405)
H (-0.9397, 1.0589, -3.1580)
O (-1.4535, 0.5999, -2.5003)
H (0.2600, 2.8346, 1.6209)
H (0.0847, 1.4901, 2.4566)
O (-0.3774, 2.0304, 1.6525)
H (2.1339, 3.0339, -0.9033)
H (3.4305, 2.5581, -1.7033)
O (2.4677, 2.5406, -1.7097)
H (-1.7725, -0.4417, -5.6363)
H (-1.1474, -1.8997, -5.5836)
O (-1.3954, -1.1732, -5.1255)
H (1.8257, 3.8728, 2.0267)
H (2.3317, 2.4569, 2.1931)
O (2.1109, 3.1963, 1.5477)
H (-0.8497, -1.9213, 3.7992)
H (-1.7997, -0.8691, 3.5424)
O (-0.9325, -0.9317, 3.6212)

Force components x, y, z for each atom (eV/Å):
C -2.20 -0.76 1.37
C 0.91 -1.75 2.05
C -1.30 0.65 -2.15
C 0.21 1.97 0.63
C -1.67 3.61 0.67
O 0.29 -1.66 -0.58
N 0.61 0.29 -0.12
H 1.21 0.44 0.65
H 0.90 1.05 -1.60
H 0.39 -0.32 -0.01
H -0.80 0.57 -1.54
H 0.03 -0.28 -0.45
H -0.86 -0.69 0.41
H 2.32 -1.56 0.86
H 0.26 0.16 -0.07
H 0.50 -1.30 -0.29
H 0.65 -0.45 0.92
H -0.89 -0.20 -0.10
H -0.17 0.13 0.22
H 0.25 0.26 -0.11
H 1.08 1.71 0.23
O -1.27 -2.12 -0.02
H -0.16 -0.11 -0.45
H 0.53 0.50 -0.24
O -0.48 -0.58 0.09
H -1.18 -2.02 -0.36
H -1.76 1.76 -2.74
O 2.49 -0.34 2.79
H 1.05 -0.81 -1.24
H -0.13 0.27 0.26
O -0.92 0.48 1.13
H 0.31 -0.94 -0.38
H 0.95 -3.11 -2.82
O -1.31 4.16 3.35
H -1.47 4.97 3.30
H -0.34 0.99 -1.26
O 1.94 -5.03 -2.28
H 0.30 1.95 -0.14
H -6.49 1.07 -0.58
O 6.22 -2.96 0.63

For the HOMO energy, the calculation gives -13.336 eV. Its charge is +1. For the energy relative to the best compared isomer or geometry (same formula, charge and spin), the calculation gives 81.7 kcal/mol. The orbital gap comes out at 10.9085 eV.

Partial charges, natural (NBO), in e: -0.650 -0.057 -0.424 -0.537 0.463 -0.582 -0.751 0.231 0.244 0.234 0.222 0.216 0.243 0.242 0.283 0.152 0.464 0.463 0.459 0.495 0.498 -0.986 0.503 0.510 -0.946 0.507 0.504 -1.018 0.494 0.480 -0.973 0.493 0.485 -0.976 0.460 0.510 -0.964 0.472 0.460 -0.926

Molecular formula: C5H26O9
Method: DFT, ωB97M-V with the def2-TZVPD basis set

CARTESIAN COORDINATES (ANGSTROEM)
C (-3.8490, 1.2105, 1.3799)
C (-2.6037, 1.1742, 2.2358)
C (-1.2986, 1.5117, 1.6333)
C (-1.1107, 3.0585, 1.1356)
C (0.1729, 3.2384, 0.4646)
O (0.2459, 3.5399, -0.7157)
H (-4.8100, 1.2175, 1.9123)
H (-3.8212, 0.4520, 0.5960)
H (-3.8878, 1.9486, 0.6129)
H (-2.9959, 2.0803, 2.8511)
H (-2.5023, 0.3698, 2.8341)
H (-0.4969, 1.2829, 2.2216)
H (-1.1014, 0.9054, 0.6458)
H (-1.8535, 3.1326, 0.3286)
H (-1.0080, 3.8512, 1.8407)
H (1.1393, 2.8907, 1.0458)
O (1.4186, -3.6311, 2.6712)
H (1.6372, -3.2113, 1.8616)
H (1.5842, -4.4809, 2.8293)
O (2.3059, 2.1041, -2.1905)
H (2.9960, 2.1732, -2.8639)
H (1.7684, 2.8991, -2.2335)
O (2.1273, -0.8458, -1.0009)
H (1.9071, -0.3256, -1.7550)
H (2.8379, -0.3234, -0.6229)
O (0.6602, -2.1899, 4.9382)
H (0.1801, -1.4176, 4.7982)
H (0.4193, -2.6167, 4.1370)
O (3.2672, -3.2107, -2.0773)
H (2.5775, -3.0009, -1.4020)
H (2.5073, -3.2569, -2.7614)
O (-1.2177, 0.6137, -4.5304)
H (-0.9063, 0.7433, -3.6987)
H (-1.9823, -0.0332, -4.3315)
O (1.4122, -3.0317, 0.0342)
H (1.2577, -2.0912, 0.1990)
H (0.5283, -3.3993, -0.1882)
O (0.6493, -1.3212, -3.9531)
H (1.6311, -1.0941, -4.1909)
H (0.2143, -0.9160, -4.6910)

Force components x, y, z for each atom (eV/Å):
C -0.16 -1.83 -1.93
C -2.51 5.55 -0.06
C 0.06 1.83 -4.43
C -0.68 -2.63 -0.73
C 2.10 -1.72 -1.73
O 0.39 0.13 1.08
H 0.51 -0.22 -0.09
H -0.40 -1.30 0.50
H 0.24 1.93 0.23
H 1.70 -1.37 0.24
H -0.12 -2.82 1.95
H 2.01 -0.74 1.97
H -0.50 0.90 1.63
H -0.06 0.94 0.66
H -1.22 0.42 1.34
H -1.34 0.93 -0.74
O -2.19 5.38 1.66
H 0.63 -0.75 -1.50
H 1.45 -5.07 0.03
O 0.40 -0.53 -0.19
H -0.28 0.18 0.16
H -0.10 0.18 0.13
O 0.30 0.29 0.89
H -0.65 0.65 -1.09
H 0.26 -0.01 0.24
O 0.84 -0.94 1.10
H -1.17 2.59 0.39
H 0.42 -1.55 -1.32
O -3.33 -0.06 -1.49
H 1.31 0.00 0.63
H 2.32 -0.16 0.55
O -3.71 -2.30 -3.25
H 1.89 0.88 3.95
H 1.66 1.54 -0.81
O -1.26 -0.61 0.16
H 0.08 0.13 -0.60
H 0.85 0.27 0.31
O 3.69 0.20 -0.08
H -2.55 -0.84 0.89
H -0.87 0.53 -0.63

Its SMILES is CCCCC=O.O.O.O.O.O.O.O.O. For the HOMO energy, the calculation gives -10.215 eV. Its charge is 0. For the energy relative to the best compared isomer or geometry (same formula, charge and spin), the calculation gives 94.9 kcal/mol. The orbital gap comes out at 10.2889 eV.

Partial charges, natural (NBO), in e: -0.619 -0.408 -0.356 -0.523 0.457 -0.562 0.222 0.196 0.213 0.200 0.210 0.204 0.191 0.230 0.233 0.112 -0.990 0.502 0.476 -0.971 0.472 0.499 -0.964 0.493 0.480 -0.931 0.444 0.480 -0.959 0.492 0.448 -0.930 0.468 0.469 -0.959 0.503 0.486 -0.962 0.470 0.485

Molecular formula: C5H26O9
Method: DFT, ωB97M-V with the def2-TZVPD basis set

CARTESIAN COORDINATES (ANGSTROEM)
O (-0.9104, -2.8605, 0.6309)
C (-0.3601, -2.5449, 1.9013)
C (-0.4205, -1.0951, 2.3981)
C (0.4914, -0.1075, 1.7294)
C (0.0792, 1.3260, 2.0268)
C (-1.0367, 1.8765, 1.0832)
O (-2.0584, 2.5546, 1.8244)
H (-0.2991, -2.6711, -0.0793)
H (-0.8875, -3.1756, 2.6223)
H (0.6705, -2.9109, 1.9333)
H (-0.2030, -1.2218, 3.4661)
H (-1.4862, -0.8422, 2.4171)
H (0.3171, -0.2916, 0.6599)
H (1.5687, -0.1738, 1.8538)
H (-0.4482, 1.5017, 2.9757)
H (0.7820, 2.1557, 2.1391)
H (-1.4662, 1.0998, 0.4637)
H (-0.6092, 2.7079, 0.5270)
H (-2.8763, 2.0564, 1.8538)
O (2.9307, 2.9886, 0.1564)
H (1.9813, 2.9185, 0.1905)
H (3.2142, 2.5146, 0.9396)
O (2.7447, -1.6675, -1.1358)
H (2.5349, -0.7175, -1.3004)
H (3.6349, -1.6955, -0.7937)
O (-1.9088, 0.1724, -2.1628)
H (-2.2113, -0.5040, -1.5310)
H (-2.0877, -0.2281, -3.0289)
O (-3.0569, -1.5027, -0.3889)
H (-2.5746, -2.3060, -0.0943)
H (-3.8875, -1.9151, -0.7165)
O (0.4003, 1.8549, -2.3265)
H (0.2148, 2.2389, -3.1847)
H (-0.4872, 1.4091, -2.2491)
O (2.8990, 0.8827, -1.7359)
H (2.1465, 1.2505, -2.2490)
H (2.8986, 1.6255, -1.0794)
O (-0.2324, -1.8223, -1.8827)
H (0.6071, -2.2461, -2.1289)
H (0.0492, -1.0525, -1.3793)

Force components x, y, z for each atom (eV/Å):
O -0.56 0.10 0.60
C 0.57 -0.54 0.27
C -0.23 -1.63 1.06
C -0.33 1.04 -0.98
C -2.12 1.51 0.34
C 0.33 0.71 0.72
O -0.08 0.06 0.21
H 0.27 0.20 -0.48
H -0.17 0.14 -0.08
H 0.16 0.14 -0.06
H 0.25 0.34 0.03
H 0.15 0.61 -0.48
H 0.34 0.32 -0.13
H 0.02 -0.82 0.46
H 0.25 -1.01 0.30
H 0.93 -0.64 -0.50
H 0.03 -0.09 -0.36
H 0.03 -0.39 -0.79
H 0.04 -0.26 -0.08
O 0.36 -0.03 -0.12
H -0.78 0.17 -0.01
H 0.23 -0.06 0.27
O -1.03 -0.25 -0.02
H 0.77 -0.29 0.07
H 0.27 0.15 0.01
O -0.29 0.56 -0.74
H -0.17 -0.07 0.20
H 0.26 0.16 0.42
O -1.13 -1.42 -0.15
H 0.53 0.68 0.17
H 0.57 0.81 0.17
O -1.57 -0.27 -0.34
H 0.60 0.59 -0.42
H 0.78 -0.29 0.75
O -0.78 1.64 0.20
H 0.16 -0.77 -0.16
H 0.75 -0.77 -0.15
O 0.73 -0.74 -0.05
H -0.11 0.14 0.08
H -0.02 0.27 -0.21

Its SMILES is OCCCCCO.O.O.O.O.O.O.O. For the HOMO energy, the calculation gives -10.018 eV. Its charge is 0. For the energy relative to the best compared isomer or geometry (same formula, charge and spin), the calculation gives 32.9 kcal/mol. The orbital gap comes out at 10.4224 eV.

Partial charges, natural (NBO), in e: -0.767 -0.056 -0.431 -0.404 -0.456 -0.061 -0.741 0.500 0.176 0.165 0.208 0.212 0.182 0.219 0.230 0.198 0.176 0.171 0.473 -0.928 0.479 0.477 -1.010 0.501 0.471 -1.002 0.513 0.478 -0.971 0.513 0.475 -0.989 0.471 0.516 -0.995 0.500 0.491 -0.957 0.495 0.476

Molecular formula: C5H26O9
Method: DFT, ωB97M-V with the def2-TZVPD basis set

CARTESIAN COORDINATES (ANGSTROEM)
C (-1.7560, -0.2419, 1.7852)
C (-1.9430, 0.7199, 0.8948)
C (-1.0012, 1.8431, 0.7066)
C (0.1224, 1.8981, 0.0048)
C (1.0751, 3.0812, 0.0447)
H (-2.3990, -1.0991, 1.9381)
H (-0.9363, -0.2432, 2.4808)
H (-2.7263, 0.5063, 0.1720)
H (-1.3286, 2.7234, 1.2637)
H (0.5038, 0.9908, -0.4557)
H (1.1644, 3.4165, 1.0725)
H (0.7082, 3.8892, -0.5884)
H (2.0497, 2.7399, -0.2883)
O (-1.8450, -2.1331, -0.4248)
H (-1.7025, -3.0327, -0.7345)
H (-1.5016, -1.5268, -1.1059)
O (1.1656, -1.6727, -0.7191)
H (0.7672, -1.0265, -1.3179)
H (2.1248, -1.7560, -0.7727)
O (-0.9052, -0.5046, -2.4179)
H (-1.0961, 0.4353, -2.6471)
H (-0.8034, -0.8140, -3.3274)
O (3.1967, -0.0564, 1.0692)
H (3.9935, 0.4193, 1.3372)
H (2.5938, -0.1355, 1.8370)
O (0.2701, -2.0624, 1.9260)
H (-0.1799, -1.9688, 1.0593)
H (0.6358, -2.9508, 1.8866)
O (3.7610, -1.7690, -1.0391)
H (3.4528, -1.0460, -1.5938)
H (3.8467, -1.3194, -0.1698)
O (-1.1668, 2.2002, -2.6326)
H (-1.3629, 2.4794, -1.7246)
H (-0.3314, 2.6439, -2.8147)
O (-4.2375, -1.7313, -1.5099)
H (-4.4203, -0.8512, -1.1919)
H (-3.5507, -2.1635, -0.9552)
O (1.5385, -0.0203, 3.2618)
H (1.1009, -0.6784, 2.6777)
H (1.1229, 0.8169, 3.0133)

Force components x, y, z for each atom (eV/Å):
C -0.13 0.26 0.80
C 0.41 -1.39 -0.62
C -0.81 0.59 0.41
C 0.60 -0.34 0.75
C -0.53 -0.71 -0.15
H -0.20 0.15 -0.44
H 0.10 0.38 0.18
H -0.20 0.62 -0.06
H 0.26 0.25 -0.15
H -0.22 0.04 -0.19
H 0.04 0.33 0.03
H 0.23 0.17 0.04
H 0.16 0.22 -0.11
O 0.08 -0.50 0.57
H 0.33 0.07 -0.18
H -0.02 -0.21 -0.17
O -1.48 -0.17 0.27
H 0.48 -0.22 -0.09
H 0.06 0.05 -0.33
O 0.15 0.75 -1.16
H 0.00 0.06 0.95
H 0.04 -0.80 0.22
O 0.44 0.08 -0.52
H -0.40 -0.08 0.32
H 0.51 0.24 0.15
O -0.30 -0.43 -0.26
H 0.38 0.10 0.25
H 0.19 0.03 0.06
O 0.46 0.28 0.36
H 0.34 0.09 -0.31
H -0.08 -0.19 -0.20
O -0.07 0.40 -0.07
H -0.04 -0.24 -0.03
H 0.02 -0.05 -0.16
O -0.27 -0.91 -0.42
H 0.20 0.14 0.40
H -0.42 1.08 -0.19
O -0.06 0.20 -0.51
H -0.25 -0.28 0.40
H 0.03 -0.09 0.17

Its SMILES is C=C/C=C/C.O.O.O.O.O.O.O.O.O. For the HOMO energy, the calculation gives -9.804 eV. Its charge is 0. For the energy relative to the best compared isomer or geometry (same formula, charge and spin), the calculation gives 47.0 kcal/mol. The orbital gap comes out at 9.9486 eV.

Partial charges, natural (NBO), in e: -0.334 -0.266 -0.249 -0.182 -0.656 0.213 0.189 0.204 0.198 0.211 0.222 0.209 0.223 -0.983 0.479 0.516 -1.018 0.483 0.487 -0.991 0.513 0.482 -1.002 0.475 0.508 -0.984 0.526 0.483 -0.941 0.464 0.506 -0.949 0.498 0.480 -0.981 0.462 0.494 -0.964 0.505 0.471

Which of these has the highest orbital gap? C5H26NO7

Which value of energy relative to the best compared isomer or geometry (same formula, charge and spin) does entry 2 give? 81.7 kcal/mol